A 9-piece molecular cluster, C52H131N9O17 overall, computed with ωB97M-V/def2-TZVPD.

Output
HOMO level: -8.28 eV
max |F|: 0.057 hartree/bohr
2S+1: 1
HOMO-LUMO gap: 8.85 eV
ΔE to the lowest compared entry with this formula, charge and spin: 35.26 kcal per mole
E_tot: -3831.2568 Eh

Each line ends with the Löwdin charge.
Cartesian coordinates (Å):
C: 16.050 13.991 22.759  -0.114
O: 15.822 15.326 22.439  -0.208
C: 16.926 16.158 22.722  -0.181
C: 17.258 16.238 24.225  -0.436
C: 16.054 16.570 25.061  -0.038
N: 18.237 17.245 24.512  0.084
H: 15.749 13.624 23.751  0.080
H: 17.120 13.689 22.677  0.057
H: 15.475 13.455 22.036  0.080
H: 17.821 15.809 22.121  0.120
H: 16.602 17.124 22.322  0.114
H: 17.540 15.221 24.599  0.116
H: 15.745 17.582 24.857  0.051
H: 16.216 16.446 26.136  0.077
H: 15.158 15.951 24.777  0.090
H: 17.764 18.187 24.469  0.091
H: 19.046 17.336 23.936  0.043
C: 16.374 22.845 28.215  -0.104
O: 16.005 21.784 27.372  -0.219
C: 14.587 21.573 27.426  -0.214
C: 14.356 20.512 26.359  -0.225
N: 14.756 20.942 25.036  -0.051
C: 14.278 20.063 24.017  -0.260
C: 15.081 20.177 22.753  -0.208
O: 16.373 19.631 23.056  -0.225
C: 17.296 19.827 21.977  -0.086
H: 16.107 22.571 29.215  0.075
H: 15.784 23.691 27.858  0.089
H: 17.458 23.019 28.126  0.096
H: 14.001 22.442 27.144  0.118
H: 14.267 21.282 28.434  0.118
H: 13.249 20.301 26.371  0.136
H: 14.848 19.574 26.624  0.108
H: 15.782 20.870 25.064  0.118
H: 13.177 20.284 23.878  0.146
H: 14.339 19.012 24.316  0.085
H: 15.191 21.241 22.599  0.121
H: 14.553 19.689 21.916  0.108
H: 16.967 19.224 21.087  0.101
H: 18.272 19.553 22.322  0.057
H: 17.423 20.906 21.755  0.097
C: 24.512 21.634 29.255  -0.111
O: 23.344 21.631 28.448  -0.191
C: 23.432 20.590 27.461  -0.236
C: 22.292 20.676 26.529  -0.225
N: 22.401 19.612 25.554  -0.041
C: 21.294 19.632 24.561  -0.188
C: 21.748 18.813 23.415  -0.248
O: 20.665 18.492 22.579  -0.200
C: 21.057 17.837 21.405  -0.114
H: 24.734 20.627 29.591  0.079
H: 24.273 22.240 30.125  0.068
H: 25.348 22.068 28.661  0.098
H: 23.418 19.588 27.909  0.122
H: 24.372 20.672 26.927  0.121
H: 22.289 21.551 25.879  0.124
H: 21.423 20.701 27.199  0.105
H: 22.339 18.699 25.986  0.069
H: 21.201 20.736 24.366  0.132
H: 20.344 19.218 24.953  0.105
H: 22.226 17.935 23.872  0.116
H: 22.535 19.335 22.920  0.119
H: 21.379 18.582 20.658  0.094
H: 20.238 17.219 21.027  0.075
H: 21.909 17.182 21.558  0.083
C: 23.381 16.035 27.315  -0.076
O: 22.354 16.808 26.702  -0.244
C: 21.012 16.288 26.800  -0.201
C: 20.786 15.065 25.970  -0.217
N: 21.399 15.290 24.627  -0.016
C: 21.289 14.037 23.807  -0.189
C: 20.175 14.113 22.835  -0.242
O: 20.258 12.900 22.110  -0.190
C: 19.240 12.854 21.101  -0.088
H: 24.327 16.496 27.106  0.091
H: 23.338 15.004 26.958  0.078
H: 23.111 15.923 28.355  0.086
H: 20.396 17.102 26.438  0.091
H: 20.657 16.101 27.835  0.133
H: 19.674 14.912 25.979  0.106
H: 21.228 14.135 26.386  0.115
H: 22.403 15.491 24.782  0.107
H: 21.173 13.162 24.438  0.101
H: 22.207 13.789 23.286  0.123
H: 20.205 14.923 22.084  0.114
H: 19.157 14.198 23.266  0.098
H: 18.309 12.725 21.654  0.061
H: 19.407 11.944 20.493  0.101
H: 19.182 13.689 20.409  0.066
C: 17.203 15.454 19.088  -0.099
O: 16.069 15.450 18.243  -0.182
C: 16.436 14.929 16.989  -0.266
C: 15.237 14.524 16.210  -0.227
N: 15.671 14.060 14.914  -0.062
C: 15.928 15.098 13.896  -0.184
C: 14.761 15.521 13.056  -0.280
O: 14.098 14.501 12.355  -0.176
C: 13.165 15.193 11.483  -0.084
H: 16.883 15.720 20.087  0.060
H: 17.940 16.185 18.701  0.100
H: 17.727 14.481 19.076  0.072
H: 17.166 14.112 17.076  0.127
H: 16.943 15.739 16.431  0.121
H: 14.488 15.345 16.161  0.129
H: 14.780 13.701 16.783  0.129
H: 15.127 13.279 14.577  0.109
H: 16.741 14.699 13.252  0.124
H: 16.343 15.998 14.389  0.120
H: 15.093 16.254 12.303  0.124
H: 14.056 16.043 13.633  0.098
H: 12.565 14.368 11.103  0.090
H: 13.710 15.629 10.655  0.083
H: 12.600 15.933 12.027  0.083
C: 11.987 13.476 20.303  -0.041
O: 10.684 13.826 20.822  -0.180
C: 10.434 13.420 22.105  -0.234
C: 11.006 14.496 23.050  -0.249
N: 10.482 15.767 22.699  -0.058
C: 11.318 16.922 22.996  -0.192
C: 12.669 16.979 22.363  -0.230
O: 12.562 17.093 20.956  -0.181
C: 13.807 17.122 20.318  -0.113
H: 12.825 13.940 20.858  0.087
H: 12.015 13.962 19.356  0.081
H: 12.148 12.397 20.230  0.067
H: 10.925 12.511 22.334  0.082
H: 9.325 13.293 22.390  0.155
H: 12.105 14.467 23.085  0.091
H: 10.627 14.283 24.067  0.111
H: 10.245 15.740 21.723  0.100
H: 11.460 16.866 24.134  0.134
H: 10.712 17.814 22.776  0.123
H: 13.300 16.064 22.601  0.115
H: 13.339 17.817 22.702  0.108
H: 14.377 17.976 20.711  0.066
H: 13.679 17.328 19.251  0.091
H: 14.389 16.155 20.397  0.090
C: 15.934 18.508 29.773  -0.073
O: 16.264 17.280 29.152  -0.209
C: 17.182 16.478 29.799  -0.231
C: 17.424 15.275 28.894  -0.185
N: 16.250 14.388 28.767  -0.048
C: 16.458 13.055 28.174  -0.187
C: 17.264 13.038 26.858  -0.246
O: 17.411 11.709 26.435  -0.170
C: 18.180 11.602 25.281  -0.106
H: 16.807 19.133 29.877  0.066
H: 15.460 18.284 30.727  0.095
H: 15.238 19.024 29.148  0.066
H: 16.737 16.322 30.775  0.119
H: 18.040 17.082 30.061  0.107
H: 18.161 14.594 29.285  0.112
H: 17.761 15.682 27.894  0.118
H: 15.520 14.923 28.272  0.085
H: 15.516 12.539 27.995  0.101
H: 17.002 12.471 28.967  0.129
H: 18.183 13.602 26.932  0.088
H: 16.591 13.661 26.220  0.110
H: 17.602 11.779 24.345  0.089
H: 18.622 10.616 25.284  0.087
H: 19.041 12.331 25.353  0.088
C: 18.767 19.467 27.562  -0.122
O: 19.506 19.055 28.673  -0.177
C: 19.633 20.136 29.570  -0.238
C: 20.699 19.838 30.593  -0.233
N: 20.708 20.782 31.688  -0.031
C: 21.983 20.577 32.357  -0.245
C: 22.398 21.756 33.129  -0.214
O: 22.836 22.768 32.189  -0.192
C: 23.050 23.967 32.868  -0.142
H: 18.823 18.673 26.775  0.075
H: 19.197 20.373 27.148  0.076
H: 17.719 19.638 27.649  0.061
H: 18.654 20.326 30.080  0.127
H: 19.922 21.052 29.039  0.117
H: 21.651 19.603 30.073  0.120
H: 20.438 18.891 31.032  0.116
H: 20.716 21.734 31.318  0.116
H: 22.753 20.294 31.617  0.116
H: 21.874 19.726 33.013  0.122
H: 23.178 21.448 33.834  0.129
H: 21.528 22.164 33.684  0.132
H: 23.144 24.733 32.120  0.078
H: 23.975 24.050 33.518  0.107
H: 22.179 24.238 33.465  0.081
C: 12.986 16.173 27.357  -0.145
O: 13.503 14.932 27.151  -0.196
C: 12.892 14.236 26.069  -0.226
C: 13.459 12.877 25.995  -0.224
N: 13.180 12.207 24.731  -0.030
C: 13.749 10.849 24.696  -0.197
C: 13.785 10.406 23.284  -0.198
O: 12.430 10.241 22.743  -0.210
C: 12.490 9.878 21.410  -0.164
H: 13.250 16.640 28.319  0.093
H: 11.873 16.049 27.401  0.097
H: 13.192 16.922 26.574  0.083
H: 13.110 14.778 25.194  0.086
H: 11.766 14.231 26.182  0.139
H: 13.215 12.301 26.905  0.136
H: 14.518 13.090 26.105  0.088
H: 12.161 12.256 24.583  0.117
H: 13.197 10.152 25.345  0.130
H: 14.753 10.879 25.119  0.117
H: 14.299 9.406 23.141  0.141
H: 14.266 11.123 22.614  0.103
H: 11.493 10.130 20.947  0.105
H: 12.761 8.840 21.194  0.085
H: 13.258 10.561 20.959  0.081

Atomic forces in eV per Å
C 0.7 -1.0 0.1
O 0.2 0.2 0.3
C 0.2 0.0 -0.2
C -0.2 -0.8 -0.2
C -1.8 -0.7 -0.2
N -0.5 2.0 0.9
H -0.3 0.6 0.1
H -0.7 0.5 -0.2
H -0.3 -0.8 -0.5
H -0.6 0.3 0.6
H 0.3 0.2 0.3
H 0.5 0.6 -0.5
H 0.0 0.6 0.1
H 0.2 0.1 -0.1
H 0.9 0.3 0.3
H 0.6 -1.3 0.1
H 0.6 -0.5 -0.7
C 0.1 0.0 -1.0
O -0.6 -0.3 0.1
C 1.1 -0.8 -1.0
C -2.0 -0.3 0.7
N 1.3 0.5 0.7
C -1.6 -0.7 -0.1
C 0.0 0.2 0.7
O -0.1 0.1 -0.9
C -0.8 0.3 -0.1
H 0.0 0.2 1.0
H 0.3 0.6 0.5
H -0.5 0.0 0.0
H 0.2 0.6 -0.1
H 0.1 -0.3 -0.1
H 0.8 0.1 -0.2
H 0.1 -0.2 0.3
H -0.4 0.3 -0.3
H 1.1 -0.2 -0.3
H -0.1 -0.3 0.2
H 0.1 0.4 -0.7
H 0.5 0.1 0.1
H 0.5 0.7 0.6
H 0.5 -0.8 0.2
H -0.5 -0.4 -0.3
C -0.3 0.7 -0.6
O 0.0 -1.0 -0.4
C 0.8 0.7 0.7
C -0.4 0.1 -0.6
N -1.2 -0.8 -0.3
C 0.4 1.6 1.4
C 0.1 -0.5 0.4
O -0.3 -0.2 0.2
C 0.3 0.2 -0.6
H 0.3 -0.3 0.1
H 0.2 0.2 0.0
H -0.2 -0.4 0.6
H 0.0 0.0 0.4
H 0.4 0.1 -0.2
H 0.1 0.6 0.6
H -0.5 -0.2 -0.5
H 0.4 -0.2 0.4
H -0.5 -1.1 -0.4
H 0.2 0.3 0.0
H -0.3 -0.4 -0.4
H 0.6 0.5 -0.9
H -0.2 -0.2 0.0
H -0.1 0.3 0.0
H 0.2 -0.3 0.3
C -1.9 -0.6 -0.1
O -0.2 -0.1 0.1
C 0.4 0.5 0.7
C 0.2 -0.3 -0.8
N 0.0 -1.3 0.0
C 0.6 1.3 1.1
C -1.1 -0.4 -1.2
O -0.4 0.0 -1.2
C 0.3 -1.7 0.7
H 0.4 0.2 0.1
H 0.4 -0.1 -0.4
H 0.5 0.3 0.7
H -0.2 0.1 -0.3
H 0.6 0.1 -0.1
H 0.9 0.1 -0.6
H -0.2 0.4 0.3
H -1.0 -0.1 -0.1
H -0.4 -0.3 0.4
H 0.3 0.5 -0.4
H 0.5 0.2 0.5
H 0.5 0.0 0.4
H -0.3 0.1 -0.6
H 0.0 0.4 0.4
H 0.3 0.5 0.3
C 0.3 0.3 -0.6
O 0.3 -0.7 0.5
C 0.8 1.4 -0.3
C -1.0 -0.4 0.2
N 0.1 0.2 -0.4
C 0.8 -1.1 0.1
C 0.9 0.3 -1.0
O -0.4 0.6 -0.3
C 0.8 -2.2 0.2
H 0.0 0.0 0.1
H -0.1 0.0 0.3
H -0.4 0.2 0.2
H -0.3 -0.1 0.0
H 0.2 -0.2 0.1
H 0.3 -0.2 0.1
H -0.1 0.1 -0.4
H 0.0 0.3 -0.2
H -0.4 0.3 0.2
H -0.3 -0.4 -0.2
H 0.4 0.1 0.2
H -1.2 0.8 1.2
H -0.5 0.4 -0.1
H 0.1 0.4 -0.2
H -0.4 0.2 0.1
C -0.4 0.7 0.9
O 0.3 -0.5 -2.0
C -0.8 1.1 2.4
C -0.3 -0.9 1.2
N -0.3 1.0 -0.7
C -0.7 -0.2 2.1
C 2.3 -0.5 -0.4
O -0.7 -0.3 -0.2
C 0.7 -0.3 -0.4
H -0.4 -0.2 0.3
H 0.0 0.0 -1.0
H -0.2 0.1 0.0
H 0.5 -1.4 0.2
H 1.4 0.3 -1.2
H -0.1 -0.2 -0.2
H 0.4 -0.3 -0.1
H 0.0 0.3 -0.4
H 0.0 0.5 -1.3
H 0.4 -0.1 0.0
H -0.8 0.7 -0.1
H -0.9 -0.4 0.2
H 0.4 -0.3 0.1
H -0.3 -0.2 0.2
H -0.5 1.0 0.2
C 0.3 -1.3 0.1
O -1.2 1.1 -1.9
C -0.3 0.1 0.7
C -0.3 -0.6 -0.5
N -1.0 1.1 -0.7
C 1.6 0.1 1.2
C -2.2 0.8 0.6
O -0.3 0.4 0.4
C 1.1 0.8 -0.4
H 0.4 0.2 0.3
H 0.0 0.3 0.4
H -0.5 0.2 -0.5
H -0.1 -1.3 0.5
H 1.1 -0.1 -0.5
H 0.9 0.2 0.3
H -0.1 -0.3 0.8
H 0.3 -0.7 0.3
H -0.1 0.3 0.2
H -0.3 0.2 -0.8
H 0.7 -0.2 0.1
H 0.5 -0.5 -0.5
H 0.3 0.0 0.5
H 0.0 -0.4 -0.3
H -0.7 -0.6 -0.4
C 0.8 -1.1 -2.2
O -0.1 0.2 0.4
C -0.5 0.4 0.6
C -1.0 -1.1 -0.5
N 0.8 0.5 -0.8
C -0.2 -0.6 -0.4
C 0.0 0.9 -0.1
O 0.1 -1.0 1.2
C 0.6 1.0 0.4
H 0.2 0.5 0.6
H 0.1 0.3 -0.2
H -1.0 0.2 1.0
H 0.6 0.0 -0.3
H -0.1 0.0 -0.2
H 0.0 0.8 0.1
H -0.2 -0.8 0.3
H 0.1 -0.2 -0.1
H 0.1 0.3 0.3
H 0.0 -0.4 0.4
H 0.2 0.5 0.0
H 0.4 -0.2 0.0
H 0.2 0.4 -0.4
H -0.8 -0.6 -0.6
H -0.1 0.0 0.3
C -2.4 1.6 0.4
O 1.0 -1.6 0.1
C -1.7 0.7 1.3
C 0.8 -0.6 0.4
N -0.2 0.5 0.7
C -1.0 0.7 0.4
C -0.7 -2.0 -1.6
O 0.8 0.0 1.8
C -0.4 1.5 -1.4
H 0.5 -0.6 -0.2
H 0.4 0.5 -0.1
H 0.2 -0.3 -0.1
H 0.2 0.7 -1.5
H 0.9 0.1 0.1
H -0.3 0.0 -0.2
H 0.5 -0.5 -0.4
H 0.7 -0.6 -0.1
H 0.0 -0.1 -0.3
H 0.2 0.2 -0.2
H -0.3 0.9 0.4
H 0.3 0.2 0.3
H 1.0 -0.5 0.4
H 0.0 -0.1 0.3
H -0.5 -0.7 -0.4